Entry 1:
13
Properties=species:S:1:pos:R:3:nbo_charge:R:1 method="wB97M-V/def2-TZVPD" homo_lumo_gap_ev=6.66 charge=+1 lumo_energy_ev=-4.7 total_energy_ha=-872.1949 e_above_lowest_kj_mol=402.5
C 0.37 1.26 -0.07 -0.365
C -0.57 -0.95 -0.31 -0.813
N 1.01 2.39 0.04 -0.731
N -1.71 -1.96 -0.41 -0.712
P -0.79 0.63 -1.22 0.718
P -0.61 0.26 1.08 0.734
H 2.25 -0.08 0.79 -0.054
H 1.35 2.91 -0.75 0.423
H 1.57 2.43 0.90 0.416
H -2.47 -1.74 0.23 0.421
H -1.14 -2.91 -0.23 0.484
H -2.07 -1.84 -1.29 0.427
H 2.81 -0.41 1.25 0.052



Entry 2:
128
Properties=species:S:1:pos:R:3:mulliken_charge:R:1 method="wB97M-V/def2-TZVPD" homo_lumo_gap_ev=6.00 charge=+1 lumo_energy_ev=-5.2 total_energy_ha=-17689.8757
C -0.49 4.43 1.16 -0.298
O -1.11 4.12 -0.13 -0.434
C -0.83 2.71 -0.44 0.099
C -1.80 2.13 -1.58 -0.480
C -1.04 1.47 -2.83 -1.035
C 0.15 0.45 -2.46 0.055
C -0.26 -1.11 -2.46 0.298
C 0.97 -1.96 -3.13 -0.966
C 1.96 -2.59 -2.06 0.857
C 1.60 -4.04 -1.55 -0.822
C 2.54 -4.75 -0.51 0.408
C 2.29 -6.22 0.05 0.237
O 2.29 -7.17 -0.78 -0.472
O 2.10 -6.55 1.42 -0.288
C 3.80 -3.95 -0.05 -0.585
C 4.03 -2.55 -0.64 0.032
N 3.15 -1.89 -1.61 0.310
C 3.58 -0.55 -2.08 -0.506
S 4.32 -0.75 -3.78 0.968
O 4.84 0.57 -4.32 -0.563
O 5.43 -1.78 -3.60 -0.566
H 0.62 4.11 1.17 0.304
H -0.53 5.56 1.36 0.040
H -1.04 3.93 2.04 0.167
H -1.06 2.14 0.54 0.053
H 0.29 2.64 -0.67 0.224
H -2.40 3.02 -1.99 0.387
H -2.53 1.35 -1.17 0.010
H -1.80 0.94 -3.51 0.365
H -0.56 2.33 -3.43 0.307
H 0.97 0.61 -3.26 0.193
H 0.66 0.66 -1.45 0.116
H -1.27 -1.33 -2.98 0.423
H -0.29 -1.46 -1.35 -0.456
H 0.45 -2.85 -3.66 0.229
H 1.48 -1.36 -3.95 0.175
H 0.67 -4.59 -1.94 0.466
H 2.14 -5.70 1.95 0.207
H 4.58 -4.34 0.70 0.424
H 4.96 -1.97 -0.29 0.367
H 2.78 0.27 -2.00 0.030
H 4.45 -0.20 -1.40 0.460
H 3.45 -1.27 -4.72 0.203
C -2.45 -1.29 0.98 -0.345
Cl -3.54 0.10 1.01 -0.143
Cl -0.78 -0.78 0.68 -0.089
H -2.49 -1.80 1.94 0.376
H -2.76 -1.97 0.18 0.254
C 0.70 8.87 1.05 -0.363
Cl 0.91 7.70 2.36 -0.076
Cl 0.50 8.05 -0.51 -0.145
H -0.18 9.47 1.25 0.285
H 1.58 9.51 1.00 0.278
C -1.06 11.85 -1.16 -0.016
Cl 0.12 11.88 0.16 -0.173
Cl -2.22 10.54 -0.95 -0.161
H -1.59 12.80 -1.17 0.006
H -0.53 11.71 -2.10 0.310
C -1.88 14.98 -3.33 -0.272
Cl -0.70 14.99 -2.01 -0.173
Cl -3.05 13.67 -3.14 -0.134
H -2.41 15.93 -3.35 0.325
H -1.35 14.84 -4.27 0.281
C 2.27 17.13 -1.58 0.156
Cl 1.75 18.66 -0.86 -0.150
Cl 3.53 17.39 -2.79 -0.156
H 2.66 16.48 -0.80 0.267
H 1.41 16.66 -2.06 -0.107
C 0.27 -9.77 -0.86 -0.207
Cl -1.09 -8.68 -0.58 -0.183
Cl -0.23 -11.18 -1.81 -0.154
H 1.05 -9.24 -1.40 0.240
H 0.66 -10.11 0.10 0.295
C 1.03 4.27 4.95 -0.324
Cl 0.51 5.96 4.98 -0.128
Cl 0.01 3.30 3.88 -0.137
H 2.06 4.23 4.60 0.228
H 0.97 3.86 5.96 0.353
C 1.97 -4.04 5.00 0.197
Cl 2.32 -3.96 3.26 -0.137
Cl 2.04 -5.71 5.57 -0.157
H 2.70 -3.44 5.54 -0.223
H 0.96 -3.65 5.17 0.315
C 3.97 9.14 4.52 -0.383
Cl 4.32 9.23 2.79 -0.072
Cl 4.06 7.47 5.10 -0.137
H 4.70 9.74 5.06 0.354
H 2.97 9.52 4.70 0.240
C -3.46 -9.39 -3.85 0.154
Cl -5.08 -9.24 -3.16 -0.173
Cl -3.22 -8.23 -5.16 -0.140
H -2.72 -9.21 -3.08 -0.102
H -3.33 -10.40 -4.25 0.276
C 5.42 9.20 -0.74 -0.327
Cl 3.73 8.71 -0.54 -0.047
Cl 6.48 7.80 -0.92 -0.161
H 5.51 9.83 -1.63 0.325
H 5.73 9.77 0.14 0.220
C -3.06 -10.06 2.67 0.081
Cl -2.99 -9.72 4.40 -0.159
Cl -4.71 -10.43 2.15 -0.141
H -2.70 -9.19 2.13 0.194
H -2.42 -10.92 2.45 0.010
C -2.73 -13.58 3.52 -0.196
Cl -2.33 -13.43 1.81 -0.143
Cl -2.68 -15.26 4.05 -0.160
H -2.02 -13.00 4.10 0.261
H -3.74 -13.19 3.69 0.256
C -3.98 -4.45 -5.68 -0.064
Cl -4.67 -3.32 -4.51 -0.159
Cl -2.22 -4.28 -5.79 -0.150
H -4.21 -5.47 -5.37 0.075
H -4.41 -4.26 -6.66 0.296
C 4.15 -1.14 7.18 -0.281
Cl 2.60 -0.31 7.44 -0.131
Cl 4.28 -1.75 5.53 -0.152
H 4.96 -0.44 7.37 0.301
H 4.22 -1.97 7.88 0.272
C -4.06 -6.37 6.25 -0.196
Cl -5.12 -4.96 6.26 -0.156
Cl -2.37 -5.89 6.02 -0.116
H -4.15 -6.89 7.21 0.296
H -4.35 -7.03 5.44 0.169
C -7.49 -9.74 -6.27 -0.012
Cl -6.36 -9.71 -7.63 -0.151
Cl -8.98 -8.87 -6.66 -0.156
H -7.74 -10.77 -6.04 0.274
H -7.02 -9.27 -5.41 0.049



The evaluated HOMO level for the records listed, in turn: -0.4168, -0.4100 Eh.